Here is C4H6N2O in the gas phase from the OMol25 dataset. Energies are from wB97M-V/def2-TZVPD.

Last column: Mulliken charge in e.
CARTESIAN COORDINATES (ANGSTROEM)
1 H 1.371 0.886 2.922  0.22
2 N 0.857 0.742 2.055  -0.53
3 C 0.008 -0.193 2.172  0.05
4 N -0.883 -0.475 1.111  -0.44
5 C -0.356 -1.405 -0.030  -0.31
6 C -0.360 -0.124 -0.167  0.48
7 O -0.200 0.982 -0.844  -0.33
8 C 0.036 0.735 -2.232  -0.69
9 H -0.173 -0.792 3.072  0.36
10 H -0.579 -2.410 -0.339  0.34
11 H 0.882 0.051 -2.357  0.32
12 H 0.261 1.701 -2.683  0.22
13 H -0.863 0.302 -2.679  0.31

HOMO level ... -8.25 eV
HOMO-LUMO gap ... 9.2 eV
Spin multiplicity ... 1
Structure (SMILES) ... [H]/N=C/N1C=C1OC
DFT total energy ... -340.61064 Eh
Energy above the lowest of the compared OMol25 structures with the same formula, charge and spin ... 115.6 kcal/mol
Net charge ... 0